ORCA calculation (the ωB97M-V functional and the def2-TZVPD basis) on an isolated molecule of C6H12O2.

```
! RIJCOSX wB97M-V def2-TZVPD def2/J DEFGRID3
* xyz 0 1
C -2.32 -0.30 -0.95
C -1.44 -0.62 0.25
C -0.07 0.25 0.04
C 0.00 1.54 -0.25
C 1.28 -0.59 0.46
C 2.50 0.38 0.39
H -3.18 -1.03 -0.87
H -1.80 -0.64 -1.84
H -2.58 0.78 -1.03
H -1.22 -1.66 0.28
H -1.91 0.38 1.82
H 0.99 2.03 -0.30
H -0.90 2.10 -0.54
H 0.96 -0.88 1.43
H 3.40 0.00 1.00
H 2.96 0.57 -0.61
H 2.21 1.28 0.86
H 1.75 -1.43 -1.21
O -2.20 -0.41 1.41
O 1.57 -1.76 -0.32
*
```

Computed properties:
structure (SMILES) = C=C([C@H](C)O)[C@H](C)O
HOMO = -9.82 eV
electronic energy = -386.22091 hartree
M = 116.16 g/mol

These are the Mulliken partial charges, in e, on atoms 1 to 6: -1.182 0.060 0.262 -0.813 0.172 -1.420